No. 1
Molecular formula: CH5BO2
Method: DFT, the ωB97M-V functional and the def2-TZVPD basis

structure (SMILES) = CB(O)O
energy = -216.47232 Eh
Kohn-Sham gap = 10.97 eV
highest occupied orbital energy = -0.3892 hartree
lowest unoccupied orbital energy = 0.380 eV
ΔE to the lowest compared entry with this formula, charge and spin = 179.0 kJ/mol

Last column: Löwdin charge in e.
Atoms and positions in Å:
H -1.2606 1.9145 0.0756  0.100
C 1.2987 -0.4514 -0.0818  0.017
O -0.5082 1.3816 -0.1504  0.155
H -2.4652 -0.4809 0.4499  0.016
H 1.8461 0.3908 0.1198  0.026
O -1.6781 -0.8801 0.0692  -0.096
H 1.5837 -0.6328 -1.0675  0.042
H 1.4369 -1.3102 0.5201  0.049
B -0.2533 0.0686 0.0651  -0.309

No. 2
Molecular formula: CH5BO3
Method: DFT, the ωB97M-V functional and the def2-TZVPD basis

structure (SMILES) = COB(O)O
energy = -291.78985 Eh
Kohn-Sham gap = 11.55 eV
highest occupied orbital energy = -0.4126 hartree
lowest unoccupied orbital energy = 0.328 eV
ΔE to the lowest compared entry with this formula, charge and spin = 20.4 kJ/mol

Last column: Löwdin charge in e.
Atoms and positions in Å:
O 1.4860 -0.5284 -1.5564  0.134
B 0.6590 -0.0756 -0.5018  -0.817
C -1.4803 -0.3753 0.7303  -0.045
O -0.4078 -0.7263 -0.1472  0.103
H -1.4132 0.5972 1.2712  0.098
H -1.5005 -1.1172 1.5851  0.108
H -2.4420 -0.3767 0.2119  0.088
H 1.9365 1.2344 -0.1320  0.064
O 1.0724 1.0875 0.2281  0.139
H 2.0899 0.2805 -1.6891  0.128

No. 3
Molecular formula: CH5BS
Method: DFT, the ωB97M-V functional and the def2-TZVPD basis

energy = -463.97359 Eh
Kohn-Sham gap (alpha / beta) = 6.86 / 9.34 eV
highest occupied orbital energy (alpha / beta) = -0.2638 / -0.3362 hartree
lowest unoccupied orbital energy (alpha / beta) = -0.321 / 0.189 eV
ΔE to the lowest compared entry with this formula, charge and spin = 422.8 kJ/mol

Last column: Löwdin charge in e.
Atoms and positions in Å:
H -0.4261 2.7636 -0.6935  -0.191
H -0.6314 -1.5930 0.7354  0.087
H 0.1896 -1.6628 -1.0833  0.061
H 0.5597 1.1283 2.1960  0.017
S -0.7171 1.6564 -1.2510  0.739
B -0.0435 0.3329 -0.2731  -0.590
H 1.0027 -1.4050 0.4424  0.036
C 0.0661 -1.2205 -0.0728  -0.158

No. 4
Molecular formula: CH5BrN2P
Method: DFT, the ωB97M-V functional and the def2-TZVPD basis

charge = +1
energy = -3065.68280 Eh
Kohn-Sham gap = 9.33 eV
highest occupied orbital energy = -0.5344 hartree
lowest unoccupied orbital energy = -5.211 eV
ΔE to the lowest compared entry with this formula, charge and spin = 143.6 kJ/mol

Last column: Löwdin charge in e.
Atoms and positions in Å:
C 0.2290 0.2631 -0.1516  -0.776
N 0.7688 -0.8944 -0.0316  0.135
P 0.7979 1.5458 1.1313  0.645
H -1.0755 1.0059 1.6112  0.137
H -0.8834 1.6579 -0.9762  -0.013
H 0.4282 -1.7996 -0.4424  0.175
H -1.0252 0.0519 -1.7844  0.146
H 1.6166 -0.9749 0.5693  0.137
N -0.5911 0.6752 -1.1066  0.088
Br 0.3314 3.3551 -0.1663  0.327

No. 5
Molecular formula: CH5BrSi
Method: DFT, the ωB97M-V functional and the def2-TZVPD basis

energy = -2904.39561 Eh
Kohn-Sham gap (alpha / beta) = 4.48 / 3.33 eV
highest occupied orbital energy (alpha / beta) = -0.2549 / -0.2342 hartree
lowest unoccupied orbital energy (alpha / beta) = -2.456 / -3.048 eV
ΔE to the lowest compared entry with this formula, charge and spin = 610.9 kJ/mol

Last column: Löwdin charge in e.
Atoms and positions in Å:
H 0.6579 -1.7759 0.1778  0.031
Br 3.2493 0.0866 -0.2730  0.280
C -0.0380 -0.9272 -0.0996  -0.340
H -2.1931 1.3357 -1.1062  -0.197
H -0.6556 -1.1293 -0.9754  0.010
Si 1.1663 0.4598 0.3690  0.311
H -0.6751 -0.8742 0.8252  0.024
H 1.2053 0.8161 1.6961  -0.119

No. 6
Molecular formula: CH5Cl2NP
Method: DFT, the ωB97M-V functional and the def2-TZVPD basis

charge = +1
energy = -1357.28837 Eh
Kohn-Sham gap = 9.89 eV
highest occupied orbital energy = -0.5476 hartree
lowest unoccupied orbital energy = -5.015 eV
ΔE to the lowest compared entry with this formula, charge and spin = 156.3 kJ/mol

Last column: Löwdin charge in e.
Atoms and positions in Å:
P 1.8417 0.0177 1.9607  0.679
H -0.3238 0.1816 -0.6960  0.014
H 0.5662 1.8038 -0.4816  -0.234
H -0.6108 0.0976 1.9178  0.088
C 0.3109 -0.0685 1.3065  -0.580
H 0.9944 -1.2215 -0.1230  0.087
Cl 2.9755 -0.6774 0.3860  0.251
N -0.0049 -0.6818 -0.0002  -0.022
H -0.7182 -1.3749 0.2876  0.156
Cl 0.0378 1.7542 -1.5992  0.562

No. 7
Molecular formula: CH5ClN2P
Method: DFT, the ωB97M-V functional and the def2-TZVPD basis

charge = +1
energy = -951.81990 Eh
Kohn-Sham gap (alpha / beta) = 7.43 / 6.92 eV
highest occupied orbital energy (alpha / beta) = -0.5025 / -0.4903 hartree
lowest unoccupied orbital energy (alpha / beta) = -6.247 / -6.419 eV
ΔE to the lowest compared entry with this formula, charge and spin = 237.5 kJ/mol

Last column: Löwdin charge in e.
Atoms and positions in Å:
H 2.1085 -1.2787 0.1613  0.157
H 2.0977 0.4883 -1.1126  0.124
P -2.2179 0.8228 0.5657  0.469
N 1.1610 -0.9270 0.5203  0.074
H 0.6813 1.3664 -1.7011  0.113
H 0.6430 -1.3106 1.3463  0.126
C 0.4955 -0.0246 -0.2117  -0.306
N 1.1106 0.7180 -1.0800  0.128
Cl -3.4454 -0.2608 -0.4532  0.211
H -2.6343 0.4061 1.9650  -0.096

No. 8
Molecular formula: CH5ClN2S
Method: DFT, the ωB97M-V functional and the def2-TZVPD basis

structure (SMILES) = C/N=N/S.Cl
energy = -1008.89445 Eh
Kohn-Sham gap = 9.53 eV
highest occupied orbital energy = -0.3428 hartree
lowest unoccupied orbital energy = 0.205 eV
ΔE to the lowest compared entry with this formula, charge and spin = 190.9 kJ/mol

Last column: Löwdin charge in e.
Atoms and positions in Å:
H -2.0049 -0.7958 0.3023  -0.196
C 0.4039 -0.6708 0.0348  -0.146
H 0.5148 -1.2052 1.0132  0.098
H 0.6083 3.5946 -0.4251  -0.104
Cl -3.3335 -1.3382 0.2098  0.113
H 1.3957 -0.4860 -0.4215  0.087
H 0.0068 -1.3705 -0.6633  0.054
S -0.6078 2.9837 -0.1492  0.794
N -0.0806 1.4965 -0.0368  -0.538
N -0.5746 0.3718 0.1652  -0.162

No. 9
Molecular formula: CH5ClNOP
Method: DFT, the ωB97M-V functional and the def2-TZVPD basis

energy = -972.46590 Eh
Kohn-Sham gap (alpha / beta) = 9.08 / 6.78 eV
highest occupied orbital energy (alpha / beta) = -0.3530 / -0.2835 hartree
lowest unoccupied orbital energy (alpha / beta) = -0.523 / -0.939 eV
ΔE to the lowest compared entry with this formula, charge and spin = 657.7 kJ/mol

Last column: Löwdin charge in e.
Atoms and positions in Å:
C 1.0217 -0.4823 -1.3615  -0.223
H -1.3412 0.4861 3.6369  0.005
H 1.3571 -0.6994 -0.2246  0.084
H -1.5913 -0.2313 -0.8747  -0.133
N -0.3793 0.6246 3.1641  -0.514
H 1.9248 -0.2654 -1.9453  0.077
H 0.3849 -1.3839 -1.7136  0.097
O 0.3000 0.7173 -1.5304  -0.659
Cl -0.5136 0.0780 1.6788  0.516
P -1.1632 1.1562 -0.8298  0.752

No. 10
Molecular formula: CH5ClOSi
Method: DFT, the ωB97M-V functional and the def2-TZVPD basis

energy = -865.95871 Eh
Kohn-Sham gap (alpha / beta) = 8.38 / 7.95 eV
highest occupied orbital energy (alpha / beta) = -0.3288 / -0.2893 hartree
lowest unoccupied orbital energy (alpha / beta) = -0.563 / 0.078 eV
ΔE to the lowest compared entry with this formula, charge and spin = 396.9 kJ/mol

Last column: Löwdin charge in e.
Atoms and positions in Å:
H -0.6271 -2.0371 -0.6286  -0.012
C -1.0908 -1.0925 -0.7894  0.074
H 0.5752 2.0979 1.5638  -0.093
H 2.1103 0.2732 2.4459  0.056
H -0.5938 -0.6476 -1.5469  -0.093
Si 1.1521 1.2077 0.6301  0.068
O 2.0532 0.1944 1.4834  -0.289
Cl 2.2981 2.3116 -0.5213  0.307
H -2.0362 -0.6334 -0.6462  -0.018

No. 11
Molecular formula: CH5ClP2
Method: DFT, the ωB97M-V functional and the def2-TZVPD basis

energy = -1183.85369 Eh
Kohn-Sham gap (alpha / beta) = 7.34 / 7.49 eV
highest occupied orbital energy (alpha / beta) = -0.3034 / -0.3053 hartree
lowest unoccupied orbital energy (alpha / beta) = -0.917 / -0.823 eV
ΔE to the lowest compared entry with this formula, charge and spin = 224.2 kJ/mol

Last column: Löwdin charge in e.
Atoms and positions in Å:
C -1.0445 0.0968 -0.4549  -1.113
H -0.9497 -0.0201 -1.5359  -0.009
H -0.5707 -1.9669 0.3619  -0.146
P 1.5936 0.4671 0.1421  0.645
H 0.9638 0.0576 1.3593  -0.223
P -1.6151 -1.1964 0.5626  0.711
Cl -1.8904 1.5956 -0.3280  0.495
H 0.8747 1.6333 0.2449  -0.263
H -1.1250 -0.5947 1.7426  -0.097

No. 12
Molecular formula: CH5ClS
Method: DFT, the ωB97M-V functional and the def2-TZVPD basis

structure (SMILES) = CCl.S
energy = -899.46106 Eh
Kohn-Sham gap = 10.71 eV
highest occupied orbital energy = -0.3668 hartree
lowest unoccupied orbital energy = 0.728 eV
ΔE to the lowest compared entry with this formula, charge and spin = 12.6 kJ/mol

Last column: Löwdin charge in e.
Atoms and positions in Å:
H -1.8044 -0.4346 2.4361  -0.215
H 0.1390 -1.0762 -1.9359  0.029
C 0.6348 -0.2669 -1.3981  -0.525
H 1.6891 -0.5051 -1.2555  0.028
H 0.1518 -0.1080 -0.4338  -0.046
H -0.2025 0.5429 2.9625  -0.214
Cl 0.5075 1.2248 -2.3584  0.442
S -1.1152 0.6231 1.9832  0.501